# 1
Entry from the Open Molecules 2025 dataset: 2 unconnected molecules or ions with the total composition C6H12 (ωB97M-V/def2-TZVPD).

Values from the calculation:
- structure (SMILES) = CC=C1CC1.C
- ΔE to the lowest compared entry with this formula, charge and spin (eV) = 2.214
- orbital gap (eV) = 10.33
- max |F| (eV Å⁻¹) = 0.25
- E_LUMO (eV) = 1.12
- spin multiplicity = 1
- net charge = 0
- E_HOMO (eV) = -9.21

Geometry (Å):
C -1.13 -1.42 -1.13
C -0.29 -0.21 -1.38
C 0.90 0.00 -0.84
C 1.96 -0.49 0.06
C 2.10 0.83 -0.70
H -1.37 -1.94 -2.07
H -0.60 -2.13 -0.48
H -2.08 -1.16 -0.65
H -0.69 0.54 -2.07
H 1.79 -0.44 1.13
H 2.57 -1.33 -0.26
H 2.80 0.87 -1.53
H 2.04 1.75 -0.12
C -1.60 1.02 2.01
H -1.92 2.06 2.15
H -2.48 0.39 1.84
H -1.07 0.67 2.90
H -0.94 0.97 1.14

# 2
Entry from the Open Molecules 2025 dataset: 2 unconnected molecules or ions with the total composition CH2ClN3O3 in a non-equilibrium geometry (ωB97M-V/def2-TZVPD).

Values from the calculation:
- ΔE to the lowest compared entry with this formula, charge and spin (eV) = 0.000
- orbital gap (spin up / spin down) (eV) = 9.02 / 7.08
- max |F| (eV Å⁻¹) = 4.06
- E_LUMO (spin up / spin down) (eV) = 0.63 / -3.47
- spin multiplicity = 3
- net charge = 0
- E_HOMO (spin up / spin down) (eV) = -8.38 / -10.55

Geometry (Å):
C -0.25 -0.44 -0.89
N -1.36 -0.50 -0.06
N 0.36 0.81 -0.59
N 0.98 0.49 1.25
O 0.16 -1.36 -1.60
O 0.12 0.22 2.01
O 2.04 1.00 1.29
Cl 1.80 1.01 -1.38
H -2.02 0.21 0.10
H -1.83 -1.45 -0.13

# 3
Entry from the Open Molecules 2025 dataset: a single C26H30N2O4S molecule (ωB97M-V/def2-TZVPD).

Values from the calculation:
- structure (SMILES) = CCc1cc([C@@H](c2ccc(OC)c(OC)c2)N2CCOCC2)c(NC(=O)c2ccccc2)s1
- ΔE to the lowest compared entry with this formula, charge and spin (eV) = 1.813
- orbital gap (eV) = 8.14
- max |F| (eV Å⁻¹) = 0.89
- E_LUMO (eV) = 0.62
- spin multiplicity = 1
- net charge = 0
- E_HOMO (eV) = -7.51

Geometry (Å):
C -3.78 -4.47 -1.71
C -3.29 -3.19 -2.40
C -2.36 -2.43 -1.52
C -2.60 -1.29 -0.82
C -1.51 -0.86 -0.04
C -1.47 0.40 0.79
C -0.60 1.38 0.04
C -0.95 1.80 -1.23
C -0.11 2.63 -1.95
C 1.12 3.05 -1.43
O 1.98 3.86 -2.13
C 1.63 4.28 -3.42
C 1.48 2.63 -0.14
O 2.63 2.91 0.54
C 3.63 3.75 0.00
C 0.60 1.81 0.57
N -2.82 0.91 1.02
C -2.85 2.26 1.54
C -4.30 2.72 1.63
O -5.06 1.88 2.47
C -5.00 0.55 2.01
C -3.56 0.05 1.92
C -0.43 -1.68 -0.19
N 0.83 -1.51 0.36
C 1.85 -2.38 0.12
O 1.68 -3.40 -0.53
C 3.15 -2.01 0.72
C 3.55 -0.68 0.90
C 4.78 -0.40 1.46
C 5.63 -1.43 1.84
C 5.25 -2.75 1.64
C 4.02 -3.03 1.08
S -0.74 -3.02 -1.24
H -2.94 -5.11 -1.47
H -4.31 -4.22 -0.79
H -4.46 -5.01 -2.37
H -2.78 -3.46 -3.33
H -4.14 -2.55 -2.65
H -3.53 -0.76 -0.86
H -0.98 0.18 1.77
H -1.88 1.48 -1.66
H -0.41 2.95 -2.93
H 0.72 4.88 -3.41
H 1.50 3.43 -4.10
H 2.46 4.89 -3.76
H 3.24 4.75 -0.21
H 4.05 3.33 -0.92
H 4.39 3.81 0.77
H 0.90 1.54 1.57
H -2.30 2.92 0.86
H -2.39 2.32 2.54
H -4.37 3.72 2.06
H -4.74 2.73 0.62
H -5.58 -0.05 2.72
H -5.47 0.48 1.01
H -3.55 -0.98 1.55
H -3.12 0.06 2.94
H 0.99 -0.67 0.89
H 2.91 0.13 0.59
H 5.08 0.63 1.60
H 6.59 -1.20 2.28
H 5.92 -3.55 1.93
H 3.71 -4.05 0.91

# 4
Entry from the Open Molecules 2025 dataset: 3 unconnected molecules or ions with the total composition C25H48BF5N3O5 in a non-equilibrium geometry (ωB97M-V/def2-TZVPD).

Values from the calculation:
- orbital gap (spin up / spin down) (eV) = 6.42 / 7.41
- max |F| (eV Å⁻¹) = 1.80
- E_LUMO (spin up / spin down) (eV) = -3.34 / -3.34
- spin multiplicity = 3
- net charge = +1
- E_HOMO (spin up / spin down) (eV) = -9.76 / -10.76

Geometry (Å):
O 5.77 1.53 -5.90
B 4.43 1.35 -5.92
O 3.86 0.11 -5.68
O 3.65 2.45 -6.29
C 2.78 2.97 -5.34
C 3.48 4.06 -4.51
C 2.51 4.66 -3.48
N 1.09 4.21 -3.68
C 0.62 4.25 -5.09
C -0.78 3.63 -5.21
F -1.54 4.13 -4.19
F -1.32 4.04 -6.38
C -0.83 2.08 -5.14
F 0.16 1.66 -4.33
F -1.99 1.72 -4.61
F -0.69 1.50 -6.34
C 1.64 3.65 -6.07
H 6.17 0.77 -5.47
H 3.52 0.00 -4.80
H 2.42 2.18 -4.67
H 3.72 4.83 -5.23
H 4.38 3.69 -4.05
H 2.57 5.74 -3.48
H 2.79 4.34 -2.49
H 0.99 3.28 -3.26
H 0.49 4.82 -3.14
H 0.49 5.29 -5.36
H 1.19 3.00 -6.81
H 2.10 4.47 -6.60
C -1.95 -0.33 0.17
C -0.66 -1.00 -0.39
C -0.28 -0.37 -1.73
C -1.19 -0.78 -2.89
C -1.30 -2.30 -2.97
C -1.73 -2.94 -1.65
N -0.86 -2.47 -0.54
O 0.28 -3.07 -0.56
C -3.21 -2.64 -1.38
C -1.63 -4.46 -1.76
C 0.43 -0.72 0.63
H -2.53 -1.03 0.76
H -1.69 0.49 0.84
H -2.59 0.09 -0.61
H 0.75 -0.65 -1.97
H -0.29 0.72 -1.61
H -2.18 -0.33 -2.78
H -0.78 -0.39 -3.82
H -2.01 -2.58 -3.75
H -0.33 -2.71 -3.27
H -3.51 -3.01 -0.40
H -3.83 -3.14 -2.13
H -3.46 -1.58 -1.44
H -0.64 -4.79 -2.05
H -2.33 -4.81 -2.52
H -1.89 -4.94 -0.82
H 0.20 -1.18 1.59
H 0.53 0.35 0.79
H 1.41 -1.08 0.30
C -1.05 -3.40 5.97
C -0.12 -2.29 5.41
C 1.07 -2.08 6.34
C 0.72 -1.35 7.63
C -0.02 -0.04 7.33
C -1.24 -0.24 6.43
N -0.88 -1.02 5.21
O -0.28 -0.26 4.35
C -2.36 -0.94 7.23
C -1.82 1.11 6.03
C 0.37 -2.80 4.06
H -2.09 -3.22 5.70
H -0.79 -4.37 5.55
H -0.99 -3.50 7.05
H 1.84 -1.51 5.81
H 1.51 -3.05 6.56
H 0.12 -1.98 8.28
H 1.64 -1.13 8.18
H -0.33 0.43 8.26
H 0.67 0.65 6.84
H -3.21 -1.18 6.59
H -2.71 -0.28 8.02
H -2.04 -1.86 7.72
H -1.08 1.74 5.54
H -2.16 1.64 6.92
H -2.66 0.99 5.35
H -0.46 -2.93 3.36
H 0.86 -3.76 4.18
H 1.09 -2.12 3.60

# 5
Entry from the Open Molecules 2025 dataset: a molecular structure, C16H29NO in a non-equilibrium geometry (ωB97M-V/def2-TZVPD).

Values from the calculation:
- ΔE to the lowest compared entry with this formula, charge and spin (eV) = 13.557
- orbital gap (eV) = 8.21
- max |F| (eV Å⁻¹) = 10.73
- E_LUMO (eV) = 0.48
- spin multiplicity = 1
- net charge = 0
- E_HOMO (eV) = -7.73

Geometry (Å):
C 5.06 1.87 1.03
C 4.51 1.39 -0.36
C 5.02 0.13 -0.85
C 4.65 -1.15 0.11
C 3.14 -1.52 0.34
C 2.21 -1.79 -0.68
C 0.77 -2.30 -0.19
C -0.02 -1.03 0.11
N -1.40 -1.49 0.37
C -2.48 -0.97 0.13
C -3.75 -1.40 0.29
C -5.08 -0.96 -0.17
O -6.00 -1.85 -0.04
C -4.93 0.43 -0.65
C -3.83 1.20 -0.26
C -4.11 1.43 1.49
H -4.02 0.36 1.96
H -5.03 1.91 1.61
H -3.14 2.20 1.70
C -3.83 2.60 -0.75
H -3.71 2.40 -2.03
H -3.11 3.27 -0.34
H -4.74 3.20 -0.66
C -2.55 0.54 -0.18
H -1.70 1.21 -0.09
H -2.18 0.51 -1.44
H -5.91 0.62 -0.52
H -4.79 0.37 -1.80
H -3.77 -2.65 0.76
H -1.38 -2.50 0.89
H 0.45 -0.59 1.12
H -0.06 -0.24 -0.59
H 0.39 -2.51 -1.24
H 0.90 -3.12 0.34
H 2.16 -0.91 -1.39
H 2.80 -2.31 -1.24
H 2.75 -0.45 0.80
H 3.06 -2.15 1.48
H 4.97 -1.99 -0.29
H 5.03 -0.82 1.16
H 6.02 0.02 -0.83
H 4.26 -0.12 -1.55
H 3.17 1.33 -0.19
H 4.52 1.99 -1.11
H 5.99 1.92 0.78
H 4.85 2.82 1.17
H 4.81 1.11 1.82

# 6
Entry from the Open Molecules 2025 dataset: a molecular structure, C2HBr2FO in a non-equilibrium geometry (ωB97M-V/def2-TZVPD).

Values from the calculation:
- ΔE to the lowest compared entry with this formula, charge and spin (eV) = 1.859
- orbital gap (eV) = 9.50
- max |F| (eV Å⁻¹) = 3.51
- E_LUMO (eV) = -0.40
- spin multiplicity = 1
- net charge = 0
- E_HOMO (eV) = -9.90

Geometry (Å):
C -0.24 -0.39 -2.23
C 0.69 0.04 -0.35
O 0.13 -1.21 -3.01
F -1.46 0.22 -2.08
Br 1.81 1.66 -0.47
Br 1.75 -1.48 -0.01
H -0.24 -0.07 0.24